No. 1
Formula: C27H46BrNOOsP2S
Source: the Open Molecules 2025 dataset
Level of theory: the ωB97M-V functional and the def2-TZVPD basis

```
! wB97M-V def2-TZVPD RIJCOSX def2/J DEFGRID3
* xyz 4 5
N -5.889 -1.700 4.744
C -5.120 -0.799 5.363
C -4.527 0.264 4.658
C -4.765 0.379 3.274
C -5.604 -0.566 2.655
C -6.134 -1.613 3.440
C -4.017 1.327 2.450
Os 0.310 0.911 -1.044
P 2.931 0.657 -1.506
C -4.061 1.354 1.094
C -2.841 1.635 0.298
C -2.671 1.024 -0.948
C -1.605 1.372 -1.862
C -0.802 2.421 -1.363
C -0.754 2.894 -0.080
C -1.800 2.458 0.778
Br 1.086 2.712 -2.661
H -3.362 2.016 2.979
H -4.923 1.038 0.540
H -3.851 0.945 5.192
H -5.779 -0.560 1.591
H -4.933 -0.940 6.433
H -6.738 -2.382 2.969
H -3.395 0.276 -1.288
H -1.913 2.956 1.747
H -1.712 1.243 -2.949
H -0.033 3.662 0.200
P -0.377 -1.401 -0.874
C 3.630 2.227 -0.846
C 4.689 2.936 -1.674
H 4.000 1.961 0.151
H 2.771 2.886 -0.684
H 4.935 3.898 -1.202
H 5.614 2.351 -1.717
H 4.365 3.154 -2.697
C 3.105 0.492 -3.345
C 4.507 0.465 -3.940
H 2.552 1.347 -3.763
H 2.547 -0.412 -3.637
H 4.468 0.517 -5.036
H 5.131 1.297 -3.601
H 5.040 -0.461 -3.689
C 3.966 -0.675 -0.772
C 5.474 -0.436 -0.686
H 3.759 -1.598 -1.335
H 3.535 -0.802 0.233
H 5.952 -1.319 -0.242
H 5.912 -0.265 -1.676
H 5.699 0.424 -0.043
C 0.469 -2.583 0.307
C 1.786 -3.212 -0.197
H -0.225 -3.414 0.551
H 0.671 -2.087 1.262
H 1.811 -4.291 0.044
H 1.908 -3.112 -1.283
H 2.646 -2.755 0.292
C -0.058 -2.102 -2.560
C -1.026 -1.596 -3.642
H -0.101 -3.202 -2.521
H 0.972 -1.837 -2.841
H -0.840 -2.156 -4.568
H -2.075 -1.751 -3.360
H -0.877 -0.533 -3.860
C -2.112 -2.100 -0.584
C -2.649 -2.127 0.854
H -2.149 -3.135 -0.982
H -2.798 -1.524 -1.212
H -3.751 -2.149 0.841
H -2.323 -3.019 1.418
H -2.361 -1.227 1.417
C -0.420 0.007 2.685
S 0.791 0.760 1.516
C 1.005 2.279 2.427
O 2.054 -0.027 1.718
H -1.417 0.434 2.551
H -0.059 0.218 3.699
H -0.462 -1.074 2.540
H 1.895 2.135 3.056
H 1.191 3.108 1.748
H 0.133 2.501 3.056
*
```

The value obtained for the HOMO energy (alpha / beta) is -19.62 / -20.21 eV. The value obtained for the energy above the lowest of the compared OMol25 structures with the same formula, charge and spin is 156.92 kJ/mol. For the HOMO-LUMO gap (alpha / beta), the calculation gives 0.2323 / 0.2063 hartree. The value obtained for the LUMO energy (alpha / beta) is -0.489 / -0.536 Eh.

=====

No. 2
Formula: CF3O3SSn
Source: the Open Molecules 2025 dataset
Level of theory: the ωB97M-V functional and the def2-TZVPD basis

```
! wB97M-V def2-TZVPD RIJCOSX def2/J DEFGRID3
* xyz 1 1
Sn -3.460 0.303 1.725
C 0.281 -0.432 -0.999
F 1.339 -0.189 -1.746
F -0.818 0.090 -1.599
F 0.176 -1.740 -0.882
S 0.547 0.366 0.636
O -0.652 0.170 1.442
O 1.722 -0.314 1.159
O 0.866 1.745 0.265
*
```

The value obtained for the HOMO energy is -13.27 eV. The value obtained for the energy above the lowest of the compared OMol25 structures with the same formula, charge and spin is 208.84 kJ/mol. For the HOMO-LUMO gap, the calculation gives 0.1412 hartree. The value obtained for the LUMO energy is -0.347 Eh.

=====

No. 3
Formula: C31H49MnNO3P2S
Source: the Open Molecules 2025 dataset
Level of theory: the ωB97M-V functional and the def2-TZVPD basis

```
! wB97M-V def2-TZVPD RIJCOSX def2/J DEFGRID3
* xyz 1 5
Mn -1.861 1.992 -0.174
C -1.172 0.286 -2.580
C -1.417 1.695 -2.269
C 0.862 1.203 -2.003
C 0.203 0.043 -2.487
C -0.098 2.241 -1.844
C -2.130 -0.571 -3.302
H -3.163 -0.424 -2.959
H -1.897 -1.639 -3.193
H -2.103 -0.334 -4.380
C 0.900 -1.121 -3.082
H 0.247 -1.999 -3.135
H 1.808 -1.395 -2.522
H 1.218 -0.895 -4.115
C 2.327 1.381 -1.955
H 2.689 1.835 -2.894
H 2.841 0.416 -1.853
H 2.649 2.036 -1.133
C 0.212 3.686 -1.813
H 0.280 4.059 -2.849
H 1.174 3.874 -1.313
H -0.554 4.277 -1.287
C -2.421 2.470 -3.051
H -2.086 2.547 -4.098
H -2.574 3.486 -2.658
H -3.409 1.982 -3.056
C -2.807 0.743 1.043
C -3.562 0.990 -0.202
C -4.769 1.920 -0.226
C -4.397 3.432 -0.267
C -2.906 3.717 -0.073
C -2.241 3.456 1.190
C -2.993 2.912 2.402
C -3.247 1.381 2.353
H -5.443 1.716 0.627
H -5.001 3.980 0.479
H -5.354 1.679 -1.131
H -4.317 1.170 2.544
H -2.333 -0.241 1.140
H -3.576 0.172 -0.935
H -2.715 0.896 3.187
H -2.400 3.146 3.305
H -1.358 4.055 1.458
H -3.945 3.448 2.572
H -4.718 3.852 -1.238
H -2.516 4.548 -0.662
P -1.032 -2.473 0.201
C -0.279 -3.774 -0.836
H -0.324 -4.730 -0.301
H 0.770 -3.493 -1.008
H -0.822 -3.825 -1.789
C -1.073 -3.228 1.876
H -0.876 -4.304 1.782
H -2.063 -3.040 2.319
H -0.287 -2.770 2.495
C -2.788 -2.762 -0.276
H -3.453 -2.096 0.291
H -3.031 -3.811 -0.059
H -2.913 -2.559 -1.349
P 1.082 1.050 1.497
C 1.391 2.860 1.645
H 1.732 3.085 2.665
H 0.470 3.419 1.429
H 2.162 3.158 0.920
C 0.414 0.729 3.168
H -0.643 1.015 3.231
H 1.009 1.310 3.882
H 0.526 -0.345 3.368
C 2.803 0.504 1.806
H 3.311 1.272 2.407
H 3.300 0.378 0.834
H 2.782 -0.465 2.326
O 3.736 -1.686 -1.634
C 3.591 -2.338 -0.579
N 2.392 -2.586 0.027
S 2.488 -3.333 1.466
O 2.116 -2.441 2.555
O 1.884 -4.645 1.482
C 4.239 -3.481 1.396
C 5.072 -4.072 2.339
C 6.455 -4.089 2.082
C 6.950 -3.519 0.888
C 6.077 -2.946 -0.044
C 4.706 -2.923 0.223
H 4.626 -4.501 3.235
H 7.132 -4.567 2.795
H 8.026 -3.546 0.686
H 6.413 -2.538 -0.998
*
```

The value obtained for the HOMO energy (alpha / beta) is -10.71 / -10.66 eV. The value obtained for the energy above the lowest of the compared OMol25 structures with the same formula, charge and spin is 502.98 kJ/mol. For the HOMO-LUMO gap (alpha / beta), the calculation gives 0.2434 / 0.1570 hartree. The value obtained for the LUMO energy (alpha / beta) is -0.150 / -0.235 Eh.

=====

No. 4
Formula: C3H5NO2
Source: the Open Molecules 2025 dataset
Level of theory: the ωB97M-V functional and the def2-TZVPD basis

```
! wB97M-V def2-TZVPD RIJCOSX def2/J DEFGRID3
* xyz 0 1
C 0.168 -0.684 -1.549
N -0.002 0.142 -0.382
C 0.167 -0.276 0.864
O 0.553 -1.375 1.252
C -0.381 1.223 1.931
O -0.784 2.172 1.334
H 0.533 -1.656 -1.210
H -0.784 -0.818 -2.072
H 0.896 -0.240 -2.233
H -0.333 1.094 -0.459
H -0.034 0.417 2.525
*
```

The value obtained for the HOMO energy is -8.34 eV. The value obtained for the energy above the lowest of the compared OMol25 structures with the same formula, charge and spin is 347.58 kJ/mol. For the HOMO-LUMO gap, the calculation gives 0.3090 hartree. The value obtained for the LUMO energy is 0.002 Eh.